{
  "formula": "C37H70Br2ClN4O7P",
  "method": "wB97M-V/def2-TZVPD",
  "elements": ["C", "C", "Br", "C", "Br", "C", "O", "C", "C", "O", "O", "C", "O", "C", "C", "C", "C", "N", "C", "C", "C", "C", "N", "C", "C", "C", "C", "P", "O", "Cl", "H", "H", "H", "H", "H", "H", "H", "H", "H", "H", "H", "H", "H", "H", "H", "H", "H", "H", "H", "H", "H", "H", "H", "H", "H", "H", "H", "H", "H", "H", "H", "H", "H", "H", "C", "C", "C", "C", "C", "C", "N", "O", "C", "C", "C", "H", "H", "H", "H", "H", "H", "H", "H", "H", "H", "H", "H", "H", "H", "H", "H", "H", "H", "C", "C", "C", "C", "C", "C", "N", "O", "C", "C", "C", "H", "H", "H", "H", "H", "H", "H", "H", "H", "H", "H", "H", "H", "H", "H", "H", "H", "H"],
  "positions_angstrom": [[5.888209, 0.974927, 2.720266], [5.686220, -0.068154, 1.629369], [6.363136, -1.765430, 2.287060], [6.295893, 0.318846, 0.300943], [8.111300, 0.988414, 0.451824], [6.296617, -0.749983, -0.788190], [5.214251, -1.626080, -0.591970], [5.246002, -2.743130, -1.464233], [6.250234, -3.753774, -0.905264], [6.836423, -4.512290, -1.962762], [8.261284, -4.575606, -1.782777], [3.836230, -3.320036, -1.539767], [2.882556, -2.551492, -2.238491], [2.231138, -1.485958, -1.548510], [1.485838, -2.020548, -0.317688], [0.287172, -1.194079, 0.139809], [-0.147497, -1.497983, 1.582761], [-1.350737, -2.301894, 1.756544], [1.269435, -0.834596, -2.544471], [1.760813, -0.471967, -3.955889], [2.229448, 0.985748, -4.087238], [3.699727, 1.158008, -3.764834], [4.060154, 2.505428, -3.357912], [5.345015, 2.986109, -3.279536], [5.308363, 4.301450, -2.804775], [3.945281, 4.621228, -2.596812], [3.198692, 3.494149, -2.957447], [3.870024, -4.938702, -2.508167], [4.260647, -5.926459, -1.263751], [1.834101, -5.214223, -2.487579], [5.193751, 0.775560, 3.531264], [6.883786, 0.885720, 3.143206], [5.742387, 1.976181, 2.324483], [4.616418, -0.157832, 1.462814], [5.724411, 1.166919, -0.070795], [6.199925, -0.247443, -1.751423], [7.254774, -1.271037, -0.804528], [5.584145, -2.451453, -2.463996], [7.030812, -3.230126, -0.359624], [5.775486, -4.424364, -0.192901], [8.563351, -3.785511, -2.245648], [3.531347, -3.544435, -0.513821], [2.944603, -0.750535, -1.176719], [1.225609, -3.063901, -0.496251], [2.192685, -2.024028, 0.515383], [0.538980, -0.136432, 0.063077], [-0.559961, -1.381010, -0.519157], [0.665065, -1.974159, 2.125167], [-0.342598, -0.543290, 2.070107], [-1.180954, -3.279593, 1.576263], [-2.079336, -1.976079, 1.139446], [0.413781, -1.503513, -2.638411], [0.895428, 0.085095, -2.098713], [0.909144, -0.583562, -4.624034], [2.520268, -1.157938, -4.323476], [2.056513, 1.337381, -5.102515], [1.622131, 1.578065, -3.409168], [4.307012, 0.852504, -4.614209], [3.949701, 0.484973, -2.943251], [6.192353, 2.393472, -3.573486], [6.165122, 4.926852, -2.635763], [3.553194, 5.549846, -2.223051], [2.131045, 3.379078, -2.934137], [5.006574, -6.460315, -1.551539], [-1.120825, 3.302830, 1.189757], [-0.499042, 4.153185, 0.053296], [-0.779823, 5.644972, 0.266341], [-2.198259, 6.091907, -0.084774], [-2.600281, 5.594692, -1.471328], [-2.436515, 4.083354, -1.621723], [-1.025139, 3.713588, -1.279537], [-0.216484, 3.993359, -2.251719], [-3.456056, 3.351681, -0.739417], [-2.710976, 3.656580, -3.056320], [1.006339, 3.924149, 0.090676], [-1.628322, 2.422984, 0.801410], [-0.343634, 2.941368, 1.861351], [-1.834833, 3.864688, 1.791802], [-0.073979, 6.220238, -0.340738], [-0.558766, 5.883313, 1.308899], [-2.910494, 5.744835, 0.668566], [-2.242942, 7.181712, -0.061946], [-3.638347, 5.855356, -1.687717], [-1.985436, 6.096408, -2.224630], [-3.317538, 2.271811, -0.801161], [-4.457510, 3.583916, -1.101451], [-3.422775, 3.638204, 0.306998], [-2.078856, 4.184325, -3.766178], [-3.751509, 3.876936, -3.294339], [-2.547727, 2.585561, -3.181343], [1.260953, 2.884986, -0.126078], [1.359259, 4.162502, 1.094177], [1.550273, 4.555653, -0.607880], [-8.478585, -2.726680, 4.047726], [-7.573203, -1.891780, 3.107881], [-7.549833, -2.486626, 1.694299], [-6.672720, -3.727872, 1.529415], [-5.278536, -3.491424, 2.107219], [-5.316793, -3.021675, 3.559586], [-6.181205, -1.803973, 3.650808], [-5.570557, -0.752668, 3.252013], [-5.824980, -4.157289, 4.459095], [-3.919831, -2.667823, 4.044053], [-8.151196, -0.484858, 3.039962], [-8.005777, -2.894578, 5.012255], [-9.409613, -2.197975, 4.245904], [-8.738684, -3.697509, 3.625139], [-7.192647, -1.718473, 1.001541], [-8.578960, -2.710776, 1.405530], [-7.140593, -4.597362, 1.998648], [-6.590730, -3.966503, 0.467726], [-4.678714, -4.402269, 2.051393], [-4.764433, -2.736888, 1.503274], [-5.904308, -3.822614, 5.493833], [-5.104751, -4.974535, 4.423882], [-6.785342, -4.567237, 4.160033], [-3.440154, -1.922969, 3.420018], [-3.294762, -3.560203, 4.023734], [-3.947471, -2.293817, 5.068830], [-8.105661, 0.005727, 4.012337], [-9.195237, -0.559145, 2.735194], [-7.628402, 0.137687, 2.318563]],
  "atomic_forces_ev_per_a": [[0.1, -0.4, 0.1], [0.1, 0.5, 0.2], [0.0, -0.2, 0.1], [-0.1, 0.0, -0.3], [0.2, 0.1, 0.0], [0.1, 0.1, 0.0], [-0.3, 0.2, -0.2], [0.0, -0.1, -0.1], [0.2, 0.0, 0.3], [0.2, 0.0, -0.2], [-0.4, -0.2, 0.3], [-0.1, -0.3, -0.2], [0.8, 0.5, 0.0], [-0.6, 0.2, 0.0], [0.3, 0.1, 0.3], [0.2, -0.3, 0.0], [-0.3, 0.3, -0.1], [0.2, 0.0, 0.1], [0.1, -0.3, -0.2], [0.0, 0.3, 0.0], [0.0, -0.4, -0.1], [0.0, -0.2, 0.6], [0.2, 0.8, -0.2], [-0.2, 1.0, 0.4], [-0.3, -1.2, -0.4], [-0.2, -1.1, -0.3], [0.6, 1.0, 0.4], [-0.3, 0.3, 0.1], [0.2, 0.0, 0.0], [-0.2, -0.2, -0.1], [-0.2, 0.1, 0.0], [0.2, 0.2, -0.1], [-0.1, 0.1, 0.0], [0.0, -0.5, -0.1], [0.0, 0.2, 0.1], [0.0, 0.1, -0.2], [0.0, -0.2, 0.2], [-0.1, 0.2, -0.1], [0.1, 0.1, -0.1], [-0.1, -0.1, 0.1], [0.0, 0.1, -0.2], [-0.2, -0.1, 0.1], [0.3, 0.1, -0.2], [-0.3, -0.1, -0.1], [0.1, -0.1, 0.1], [0.0, 0.1, 0.0], [-0.1, 0.2, -0.1], [0.1, -0.1, 0.1], [0.0, 0.1, 0.2], [0.0, -0.1, -0.2], [-0.2, -0.1, -0.1], [-0.1, -0.1, -0.1], [-0.1, 0.0, 0.2], [-0.1, -0.1, -0.1], [0.1, -0.2, 0.1], [-0.1, 0.2, 0.0], [-0.1, 0.1, -0.1], [0.1, 0.1, -0.1], [0.1, -0.1, 0.1], [0.0, -0.2, 0.0], [0.1, 0.1, 0.0], [-0.1, 0.1, 0.0], [0.0, 0.0, 0.0], [0.2, -0.3, 0.1], [-0.1, -0.1, -0.1], [0.0, -0.6, 0.6], [0.0, 0.3, -0.2], [0.0, -0.1, 0.0], [0.1, 0.3, 0.1], [-0.6, -0.5, 0.1], [0.4, 1.3, -0.6], [-0.2, -0.6, 0.4], [0.1, 0.0, 0.1], [0.1, 0.1, -0.2], [0.2, 0.1, -0.2], [0.0, 0.0, 0.0], [0.1, 0.1, 0.0], [0.0, 0.0, 0.0], [0.0, -0.1, -0.1], [0.0, 0.0, 0.0], [0.0, 0.0, 0.0], [0.0, 0.0, 0.0], [0.0, 0.0, 0.0], [0.1, -0.1, 0.0], [0.0, 0.0, 0.0], [0.0, 0.0, -0.1], [0.0, 0.0, 0.0], [0.0, 0.0, 0.0], [0.0, 0.0, 0.0], [0.0, 0.0, 0.0], [-0.1, 0.0, 0.0], [0.0, 0.0, 0.1], [-0.1, 0.0, -0.1], [0.1, 0.0, 0.1], [-0.6, -0.2, 0.5], [0.2, 0.0, -0.3], [0.0, 0.0, 0.1], [-0.1, 0.1, -0.3], [0.1, -0.6, 0.6], [0.2, -0.1, -1.1], [0.1, 0.3, 0.3], [-0.1, 0.0, 0.0], [0.1, 0.2, 0.0], [0.0, 0.2, -0.1], [0.0, 0.0, 0.0], [0.0, 0.0, -0.1], [0.1, 0.0, 0.0], [0.1, 0.0, 0.1], [0.0, 0.0, 0.0], [0.0, 0.0, 0.0], [0.0, 0.0, 0.0], [0.0, 0.0, 0.0], [0.0, 0.1, 0.1], [0.0, 0.0, 0.0], [0.1, 0.0, 0.0], [0.0, 0.0, 0.0], [0.0, 0.0, 0.0], [0.0, -0.1, 0.0], [0.0, 0.0, 0.0], [0.0, 0.0, 0.0], [0.0, 0.0, 0.0], [0.1, 0.0, 0.0]],
  "lowdin_spin": [0.000, 0.000, 0.000, 0.000, 0.000, 0.000, 0.000, 0.000, 0.000, 0.000, 0.000, 0.000, 0.000, 0.000, 0.000, 0.000, 0.000, 0.000, 0.000, 0.000, 0.000, 0.000, 0.000, 0.000, 0.000, 0.000, 0.000, 0.000, 0.000, 0.000, 0.000, 0.000, 0.000, 0.000, 0.000, 0.000, 0.000, 0.000, 0.000, 0.000, 0.000, 0.000, 0.000, 0.000, 0.000, 0.000, 0.000, 0.000, 0.000, 0.000, 0.000, 0.000, 0.000, 0.000, 0.000, 0.000, 0.000, 0.000, 0.000, 0.000, 0.000, 0.000, 0.000, 0.000, 0.004, 0.026, 0.017, 0.001, 0.016, 0.026, 0.381, 0.519, 0.002, -0.001, -0.001, 0.001, 0.000, 0.000, 0.002, 0.002, 0.000, 0.001, 0.002, 0.002, 0.001, 0.000, 0.000, -0.001, 0.000, 0.000, 0.000, 0.000, 0.000, 0.004, 0.026, 0.016, 0.001, 0.017, 0.027, 0.379, 0.521, 0.002, -0.001, -0.001, 0.002, 0.000, 0.000, 0.002, 0.002, 0.000, 0.001, 0.002, 0.002, 0.001, 0.000, 0.000, -0.001, 0.000, 0.000, 0.000, 0.000, 0.000],
  "spin_multiplicity": 3,
  "lumo_energy_ev": [0.4, 0.2],
  "homo_ev": [-7.96, -7.96]
}